{"formula": "C6H13BN2O3", "method": "the ωB97M-V functional and the def2-TZVPD basis", "relative_energy_kj_mol": 93.7, "orbital_gap_ev": 9.3804, "homo_ev": -9.0, "symbols": ["N", "C", "C", "O", "N", "C", "C", "C", "C", "B", "O", "O", "H", "H", "H", "H", "H", "H", "H", "H", "H", "H", "H", "H", "H"], "xyz": [[2.19035, 0.67188, -2.27190], [2.16130, -0.37792, -1.25713], [1.79016, 0.23391, 0.04867], [2.51868, 0.92619, 0.73668], [0.54251, -0.17306, 0.55641], [0.13321, 0.08008, 1.93073], [-1.17985, -0.59889, 2.19061], [-1.75141, -1.02836, 0.89171], [-0.59253, -0.71665, -0.14960], [-1.30533, 0.39661, -1.09429], [-2.30526, -0.01164, -1.94798], [-0.92727, 1.71934, -0.98845], [2.58083, 1.47728, -1.89517], [1.21210, 1.04657, -2.43927], [1.53082, -1.23261, -1.56065], [3.12654, -0.84091, -1.24470], [0.01629, 1.08669, 2.10758], [0.90255, -0.12295, 2.68187], [-1.12155, -1.38721, 2.94468], [-1.85394, 0.15807, 2.65788], [-2.06622, -2.04505, 0.97609], [-2.61858, -0.40534, 0.59260], [-0.24580, -1.59488, -0.73104], [-2.52418, 0.86477, -2.33343], [-0.21343, 1.87409, -0.40191]], "lowdin_charge": [0.03, -0.18, -0.44, 0.07, -0.03, -0.15, -0.17, -0.11, -0.14, -0.63, 0.17, 0.19, 0.04, 0.09, 0.12, 0.11, 0.09, 0.13, 0.12, 0.13, 0.11, 0.12, 0.14, 0.12, 0.08]}